(1)
{
  "formula": "C4H7PS",
  "method": "ωB97M-V with the def2-TZVPD basis set",
  "symbols": ["S", "P", "C", "C", "C", "C", "H", "H", "H", "H", "H", "H", "H"],
  "xyz": [[-2.422, 0.515, -0.071], [2.026, 0.650, -0.298], [-0.680, 0.487, -0.623], [-0.204, -0.976, -0.757], [0.295, 0.730, 0.541], [0.938, -0.705, 0.265], [2.354, 0.897, 1.137], [-0.587, 1.258, -1.497], [0.062, 1.351, 1.454], [0.234, -1.161, -1.774], [1.342, -1.422, 1.018], [-2.285, 0.051, 1.231], [-1.073, -1.677, -0.626]],
  "atomic_forces_ev_per_a": [[-0.35, 0.26, 0.63], [-0.66, 0.81, 2.27], [-0.85, 1.10, 0.32], [1.04, 0.14, -2.25], [0.87, -0.52, -1.13], [-1.38, 0.03, 1.79], [0.77, -0.34, -1.38], [-0.33, -1.66, 1.44], [0.49, -0.98, -1.10], [-0.49, -0.21, 0.67], [-0.67, 0.61, -0.67], [0.23, 0.29, -1.12], [1.33, 0.47, 0.51]],
  "nbo_charge": [-0.055, 0.446, -0.358, -0.434, -0.413, -0.475, -0.023, 0.240, 0.253, 0.203, 0.241, 0.128, 0.247],
  "total_charge": 0,
  "orbital_gap_ev": 9.76,
  "largest_force_ev_per_a": 2.503,
  "smiles": "S[C@@H]1C[C@H]2P[C@@H]12"
}

=====

(2)
{
  "formula": "C15H23N2O5PdSSeSi",
  "method": "ωB97M-V with the def2-TZVPD basis set",
  "symbols": ["Pd", "Se", "S", "Si", "O", "O", "O", "O", "O", "N", "N", "C", "C", "C", "C", "C", "C", "C", "C", "C", "C", "C", "C", "C", "C", "C", "H", "H", "H", "H", "H", "H", "H", "H", "H", "H", "H", "H", "H", "H", "H", "H", "H", "H", "H", "H", "H", "H", "H"],
  "xyz": [[0.312, 0.444, -0.373], [1.876, -1.544, -0.434], [0.132, 0.854, -2.714], [1.853, -3.778, -0.964], [-0.247, 2.856, 0.271], [-0.797, 0.081, 3.469], [2.831, 1.384, 3.043], [-1.038, 0.204, 1.272], [1.932, 0.785, 1.101], [-2.134, 1.698, -1.491], [-2.112, -0.473, -1.817], [-0.489, 2.238, 2.491], [3.677, -4.364, -0.765], [1.303, -4.207, -2.762], [0.857, 3.455, 0.947], [0.978, 2.662, 2.262], [0.300, 4.852, 1.272], [-0.757, 0.688, 2.413], [-1.283, 0.636, -1.750], [-1.179, 2.984, 1.344], [-1.162, 4.504, 1.608], [-3.395, -0.100, -1.495], [-3.414, 1.231, -1.287], [-1.620, -1.811, -1.975], [2.007, 1.479, 2.146], [0.783, -4.872, 0.205], [-1.420, 4.740, 2.639], [4.328, -3.797, -1.422], [-0.850, 2.558, 3.471], [4.012, -4.183, 0.251], [-4.222, 1.880, -1.024], [3.807, -5.420, -0.985], [-1.050, -1.877, -2.906], [0.227, -4.140, -2.884], [1.346, 3.294, 3.075], [1.606, -5.216, -3.024], [-2.154, 2.570, 1.072], [-1.783, 2.626, -1.312], [-0.958, -2.066, -1.130], [0.827, 5.316, 2.104], [0.997, -4.629, 1.241], [-2.467, -2.495, -2.010], [-4.187, -0.819, -1.460], [-0.282, -4.723, 0.049], [0.998, -5.927, 0.055], [0.367, 5.503, 0.400], [1.742, 3.425, 0.307], [1.761, -3.522, -3.468], [-1.861, 5.015, 0.944]],
  "atomic_forces_ev_per_a": [[0.76, 0.13, -0.23], [0.12, 0.15, -0.02], [0.89, -0.37, 0.71], [-0.68, -0.79, -0.46], [-0.13, -0.47, -0.65], [0.13, -0.12, 0.42], [0.48, -0.11, 0.41], [-0.22, -0.42, -0.68], [0.21, -0.44, -0.59], [0.16, -0.45, 0.13], [0.08, 0.51, 0.29], [-0.34, -0.63, -0.18], [-0.68, 0.69, 0.03], [0.28, 0.30, 0.74], [0.84, 0.50, 0.31], [0.68, -0.49, -0.09], [0.16, -0.08, -0.19], [-0.24, 0.82, 0.81], [-0.85, 0.06, -1.35], [-0.69, 0.03, 0.72], [-0.12, -0.17, -0.10], [-0.19, 0.20, 0.12], [-0.16, -0.14, 0.06], [0.28, -0.21, 0.04], [-0.62, 1.27, 0.45], [0.46, 0.59, -0.41], [-0.09, -0.04, 0.01], [0.12, 0.12, -0.17], [0.03, -0.02, -0.12], [0.07, 0.02, 0.23], [-0.16, 0.07, 0.08], [-0.22, -0.17, -0.06], [0.01, -0.07, 0.12], [-0.22, 0.05, 0.05], [-0.10, -0.03, -0.14], [0.07, -0.27, 0.00], [0.22, 0.01, -0.07], [0.06, -0.18, -0.04], [-0.22, -0.01, -0.29], [0.06, 0.02, -0.03], [0.05, 0.08, 0.20], [0.02, 0.02, 0.01], [-0.16, -0.10, 0.10], [-0.17, 0.11, -0.08], [0.10, -0.21, -0.12], [0.01, 0.04, 0.01], [-0.20, -0.02, 0.10], [0.11, 0.16, -0.13], [-0.01, 0.05, 0.05]],
  "nbo_charge": [0.858, -0.334, -0.142, 1.359, -0.566, -0.668, -0.695, -0.838, -0.822, -0.563, -0.386, -0.349, -1.089, -1.103, 0.093, -0.362, -0.428, 0.797, 0.155, 0.078, -0.432, -0.054, -0.096, -0.409, 0.799, -1.105, 0.211, 0.235, 0.225, 0.240, 0.219, 0.226, 0.220, 0.222, 0.221, 0.220, 0.211, 0.444, 0.236, 0.210, 0.243, 0.202, 0.216, 0.228, 0.218, 0.201, 0.220, 0.235, 0.197],
  "total_charge": -1,
  "orbital_gap_ev": [5.44, 5.52],
  "largest_force_ev_per_a": 1.595
}

=====

(3)
{
  "formula": "C17H14ClNO2",
  "method": "ωB97M-V with the def2-TZVPD basis set",
  "symbols": ["Cl", "O", "O", "N", "C", "C", "C", "C", "C", "C", "C", "C", "C", "C", "C", "C", "C", "C", "C", "C", "C", "H", "H", "H", "H", "H", "H", "H", "H", "H", "H", "H", "H", "H", "H"],
  "xyz": [[-3.718, -0.518, -2.631], [3.114, 3.730, 1.035], [1.696, 4.919, -0.203], [0.929, -0.034, -0.150], [1.149, 1.315, -0.188], [0.739, 3.368, 1.298], [-1.145, -0.866, -1.924], [0.020, -1.608, -1.790], [-1.088, -3.499, -2.781], [0.293, -0.333, 1.023], [-0.940, -0.373, 3.480], [0.126, 0.871, 1.751], [1.252, -0.979, -1.181], [0.685, 1.911, 0.948], [0.042, -2.928, -2.222], [-2.255, -2.767, -2.911], [-0.500, 0.838, 2.996], [-0.773, -1.553, 2.749], [-2.271, -1.451, -2.478], [1.985, 3.997, 0.729], [-0.158, -1.552, 1.516], [-1.136, -2.483, 3.161], [-1.428, -0.420, 4.442], [1.897, -1.765, -0.771], [-0.038, -2.463, 0.950], [1.640, 1.760, -1.034], [-1.181, 0.159, -1.590], [-3.141, -3.207, -3.339], [-1.064, -4.526, -3.113], [0.768, 3.467, 2.385], [-0.134, 3.899, 0.912], [2.510, 5.310, -0.558], [0.945, -3.510, -2.119], [1.816, -0.454, -1.959], [-0.638, 1.744, 3.567]],
  "atomic_forces_ev_per_a": [[-0.18, 0.10, -0.02], [0.01, -0.06, 0.07], [-0.39, 0.41, -0.46], [0.07, -0.03, -0.04], [-0.05, 0.42, 0.23], [-0.09, -0.12, -0.17], [-0.03, -0.06, -0.04], [-0.08, -0.10, -0.08], [-0.02, -0.01, -0.03], [-0.18, 0.22, 0.50], [-0.08, 0.08, 0.19], [0.02, -0.33, -0.26], [0.07, -0.20, -0.19], [0.10, 0.05, -0.26], [0.06, 0.12, 0.04], [-0.05, 0.03, -0.01], [0.03, -0.02, -0.03], [0.02, -0.12, -0.05], [0.23, -0.10, 0.01], [0.41, 0.08, 0.20], [0.03, -0.14, -0.06], [-0.02, -0.08, 0.01], [-0.04, 0.01, 0.07], [-0.03, 0.09, -0.10], [-0.01, -0.11, -0.04], [0.13, 0.05, -0.16], [-0.03, 0.11, 0.08], [-0.10, -0.02, -0.03], [-0.01, -0.09, -0.03], [0.05, 0.11, -0.05], [0.04, -0.02, 0.16], [0.05, -0.24, 0.25], [0.10, -0.07, 0.04], [0.00, -0.05, 0.17], [-0.03, 0.08, 0.08]],
  "nbo_charge": [0.010, -0.589, -0.689, -0.366, -0.008, -0.527, -0.182, -0.038, -0.188, 0.205, -0.235, -0.102, -0.222, -0.084, -0.215, -0.235, -0.185, -0.211, -0.045, 0.801, -0.261, 0.213, 0.211, 0.212, 0.218, 0.212, 0.226, 0.229, 0.219, 0.245, 0.236, 0.496, 0.213, 0.226, 0.209],
  "total_charge": 0,
  "orbital_gap_ev": 8.59,
  "largest_force_ev_per_a": 0.723,
  "smiles": "O=C(O)Cc1cn(Cc2cccc(Cl)c2)c2ccccc12"
}

=====

(4)
{
  "formula": "C18H19Cl2NO4S2",
  "method": "ωB97M-V with the def2-TZVPD basis set",
  "symbols": ["Cl", "Cl", "S", "S", "O", "O", "O", "O", "N", "C", "C", "C", "C", "C", "C", "C", "C", "C", "C", "C", "C", "C", "C", "C", "C", "C", "C", "H", "H", "H", "H", "H", "H", "H", "H", "H", "H", "H", "H", "H", "H", "H", "H", "H", "H", "H"],
  "xyz": [[6.020, -1.970, -0.390], [-4.296, -2.912, -0.251], [3.570, 1.881, 0.341], [-0.077, -0.864, 0.300], [-0.750, 2.686, -1.670], [-0.708, -1.763, 1.215], [-1.947, 1.845, 0.034], [-0.682, -0.649, -0.986], [0.113, 0.599, 1.108], [-3.836, -0.273, -0.427], [-5.448, 1.398, 0.192], [2.401, -1.569, 1.190], [-4.186, 1.063, -0.281], [3.566, -1.421, -1.335], [3.758, -1.794, 1.050], [-4.749, -1.258, -0.087], [1.643, -1.272, 0.073], [2.358, 2.530, 1.537], [4.330, -1.711, -0.213], [2.208, -1.198, -1.184], [1.009, 2.881, 0.923], [-6.013, -0.930, 0.380], [3.733, 3.307, -0.776], [0.399, 1.679, 0.195], [-6.356, 0.403, 0.512], [-0.821, 2.119, -0.613], [-3.183, 2.125, -0.635], [4.030, -1.363, -2.306], [2.800, 3.401, 2.021], [2.837, 3.412, -1.382], [-6.712, -1.710, 0.636], [-3.527, 3.116, -0.318], [-5.722, 2.437, 0.306], [1.115, 3.701, 0.210], [1.137, 1.295, -0.519], [-2.855, -0.542, -0.789], [1.915, -1.622, 2.151], [4.372, -2.024, 1.906], [-2.991, 2.147, -1.715], [3.917, 4.203, -0.192], [0.335, 3.204, 1.720], [2.242, 1.727, 2.264], [1.578, -0.966, -2.028], [-7.337, 0.668, 0.875], [-0.678, 0.786, 1.710], [4.585, 3.099, -1.414]],
  "atomic_forces_ev_per_a": [[0.33, -0.04, -0.03], [0.04, -0.31, -0.03], [0.07, 0.16, 0.10], [0.16, 0.24, 0.50], [0.03, 0.04, 0.01], [0.16, -0.02, 0.23], [-0.32, -0.13, 0.36], [0.40, -0.01, -0.19], [0.10, -0.78, -0.16], [-0.10, -0.06, 0.03], [0.13, 0.02, -0.08], [0.09, -0.06, 0.09], [0.05, 0.05, 0.14], [0.09, -0.07, 0.15], [-0.07, 0.02, -0.04], [-0.02, 0.38, 0.00], [-0.53, 0.15, -0.16], [0.30, -0.01, -0.37], [-0.41, 0.06, -0.07], [-0.13, -0.05, -0.07], [0.06, -0.32, -0.07], [0.04, -0.04, -0.02], [-0.20, -0.43, 0.38], [-0.07, 0.46, -0.39], [-0.05, -0.02, -0.01], [0.57, 0.17, -0.22], [-0.28, 0.20, -0.40], [0.05, 0.00, -0.07], [-0.07, -0.04, 0.11], [-0.01, 0.13, -0.11], [-0.05, -0.09, 0.03], [0.04, -0.14, -0.09], [-0.01, 0.12, 0.03], [-0.07, 0.00, 0.04], [-0.10, 0.29, -0.02], [0.01, -0.06, -0.02], [0.04, -0.02, 0.20], [0.06, -0.02, 0.06], [-0.04, 0.04, 0.24], [0.04, 0.15, -0.04], [-0.07, 0.10, -0.01], [0.03, 0.04, 0.10], [-0.01, 0.04, -0.14], [-0.09, 0.01, 0.04], [-0.24, -0.19, 0.09], [0.06, 0.04, -0.08]],
  "nbo_charge": [0.028, 0.016, 0.174, 2.317, -0.596, -0.923, -0.524, -0.952, -0.858, -0.264, -0.243, -0.166, 0.045, -0.245, -0.221, -0.018, -0.363, -0.522, -0.018, -0.116, -0.411, -0.235, -0.741, -0.186, -0.193, 0.811, -0.113, 0.234, 0.221, 0.217, 0.227, 0.193, 0.211, 0.228, 0.253, 0.256, 0.242, 0.234, 0.224, 0.215, 0.214, 0.236, 0.242, 0.217, 0.417, 0.235],
  "total_charge": 0,
  "orbital_gap_ev": 9.22,
  "largest_force_ev_per_a": 0.808,
  "smiles": "CSCC[C@@H](NS(=O)(=O)c1ccc(Cl)cc1)C(=O)OCc1cccc(Cl)c1"
}

=====

(5)
{
  "formula": "CHF3N2O",
  "method": "ωB97M-V with the def2-TZVPD basis set",
  "symbols": ["F", "F", "F", "O", "N", "N", "C", "H"],
  "xyz": [[1.294, -0.416, 1.812], [2.634, 0.808, 0.579], [2.091, -1.262, 0.035], [-0.613, 1.454, -1.641], [0.461, 1.195, -1.185], [0.437, 0.393, -0.122], [1.651, -0.091, 0.613], [-0.387, 0.136, 0.308]],
  "atomic_forces_ev_per_a": [[-0.27, 0.27, 1.37], [-0.54, -0.61, 0.20], [-0.04, 1.29, 0.28], [-0.35, -0.05, 0.22], [0.98, 0.08, -0.32], [3.39, -0.28, 0.91], [-0.65, -0.11, -3.45], [-2.51, -0.59, 0.78]],
  "nbo_charge": [-0.287, -0.290, -0.326, -0.343, 0.260, -0.484, 1.087, 0.384],
  "total_charge": 0,
  "orbital_gap_ev": 10.62,
  "largest_force_ev_per_a": 3.524,
  "smiles": "O=NNC(F)(F)F"
}

=====

(6)
{
  "formula": "C4H7NO",
  "method": "ωB97M-V with the def2-TZVPD basis set",
  "symbols": ["O", "N", "C", "C", "C", "C", "H", "H", "H", "H", "H", "H", "H"],
  "xyz": [[-2.534, -1.097, 0.013], [-0.513, 0.057, -0.225], [0.083, 1.394, -0.035], [-1.815, -0.105, -0.008], [1.707, -1.110, 0.035], [0.323, -1.163, -0.133], [-0.300, -2.049, -0.136], [1.032, 1.651, -0.683], [2.300, -1.959, -0.053], [2.155, -0.142, 0.273], [0.542, 1.472, 1.026], [-2.310, 0.840, 0.181], [-0.669, 2.211, -0.255]],
  "atomic_forces_ev_per_a": [[1.57, 0.09, -0.16], [3.25, -1.54, 0.27], [1.90, 0.94, 0.44], [-3.07, -0.04, 0.33], [-4.51, 1.78, -0.21], [2.31, 1.97, 0.25], [0.25, -0.01, -0.40], [-2.08, -1.08, 0.67], [0.79, -1.38, 0.20], [0.09, -0.42, -0.46], [-1.16, 0.06, -1.42], [-0.14, 0.80, -0.05], [0.79, -1.15, 0.52]],
  "nbo_charge": [-0.599, -0.452, -0.435, 0.537, -0.460, 0.002, 0.237, 0.224, 0.213, 0.198, 0.203, 0.101, 0.230],
  "total_charge": 0,
  "orbital_gap_ev": 9.92,
  "largest_force_ev_per_a": 4.851,
  "smiles": "C=CN(C)C=O"
}